Density functional theory data (ωB97M-V/def2-TZVPD) for a molecular structure, C38H68BrN8OS2Si2Sr.

XYZ file:
```
121
Properties=species:S:1:pos:R:3:forces:R:3:mulliken_charge:R:1
Sr 0.116 0.072 -0.004 -0.3365 0.1489 -0.6103 1.83
N -3.059 1.162 -1.753 0.0508 -0.0020 -0.0478 -0.28
C -2.684 1.103 -3.170 0.0143 -0.0839 0.0738 -0.64
C -1.247 1.533 -3.379 0.0575 -0.0061 0.1077 -0.62
N -0.315 0.590 -2.733 0.0516 0.0437 -0.0056 0.57
H -3.970 0.737 -1.624 -0.0009 -0.0115 0.0092 0.26
H -3.152 2.131 -1.464 -0.0081 0.0161 -0.0055 0.21
H -3.324 1.713 -3.813 -0.0435 0.0469 -0.0157 0.45
H -2.790 0.067 -3.506 -0.0191 0.0103 -0.0016 0.04
H -1.086 2.523 -2.948 0.0025 0.0107 -0.0038 0.31
H -1.069 1.607 -4.455 0.0369 0.0008 -0.0567 0.43
H 0.630 0.810 -3.034 0.0046 0.0124 -0.0160 -0.13
H -0.505 -0.342 -3.092 0.0052 0.0795 -0.0138 -0.18
C 3.265 -2.472 -0.889 -0.0706 0.0168 0.0700 -1.34
C 3.120 -2.071 0.556 -0.0126 0.0427 -0.0609 0.03
C 4.015 -2.520 1.497 0.0274 -0.0074 0.0503 -0.64
C 3.812 -2.135 2.830 -0.0115 0.0411 -0.0385 -1.03
C 2.760 -1.327 3.160 -0.0569 0.0104 -0.0343 -0.53
C 1.850 -0.880 2.154 -0.0281 -0.2150 0.0787 0.53
N 2.069 -1.287 0.859 0.1500 0.0109 0.0883 0.49
N 0.772 -0.105 2.365 0.2365 0.0405 0.1552 0.31
Si 0.119 0.284 3.917 -0.0184 -0.0806 -0.0160 -0.38
C 1.209 1.361 5.017 0.0019 0.0379 -0.0679 -0.88
C -1.483 1.209 3.605 -0.0528 0.0046 0.0301 -0.59
C -0.324 -1.271 4.871 -0.0585 -0.0296 0.0351 -1.04
H 4.285 -2.783 -1.113 -0.0016 0.0099 0.0075 0.49
H 2.994 -1.644 -1.550 0.0151 -0.0093 0.0156 0.01
H 2.610 -3.321 -1.104 0.0334 0.0086 -0.0064 0.36
H 4.843 -3.153 1.209 -0.0077 0.0158 0.0154 0.53
H 4.493 -2.474 3.602 -0.0172 0.0050 -0.0210 0.42
H 2.598 -1.033 4.188 0.0093 0.0285 -0.0323 0.33
H 1.448 2.306 4.524 0.0006 -0.0422 0.0544 0.11
H 2.153 0.882 5.286 -0.0140 -0.0038 -0.0121 0.32
H 0.688 1.597 5.949 -0.0044 -0.0288 -0.0482 0.38
H -1.339 2.110 3.003 0.0113 -0.0100 0.0049 0.11
H -1.944 1.505 4.553 0.0251 -0.0087 -0.0726 0.41
H -2.200 0.566 3.083 0.0386 0.0316 0.0512 0.00
H 0.542 -1.878 5.145 -0.0310 0.0431 -0.0233 0.33
H -0.989 -1.898 4.268 0.0281 0.0174 0.0386 0.23
H -0.856 -1.016 5.793 0.0358 -0.0268 -0.0454 0.39
S -0.979 3.010 0.013 -0.0187 -0.0633 -0.0485 -0.31
C 0.002 4.036 0.885 0.0222 0.0401 0.0708 -0.19
N -0.056 5.364 0.837 0.0096 0.0390 0.0246 -0.15
C 1.016 6.105 1.492 -0.0211 -0.0074 -0.0188 -0.42
C 1.525 5.187 2.598 -0.0226 -0.0157 -0.0270 -0.92
S 1.233 3.496 1.981 0.0644 0.0004 -0.0164 0.27
H -0.691 5.801 0.186 0.0008 -0.0043 -0.0126 0.26
H 0.635 7.041 1.896 -0.0088 0.0114 -0.0041 0.40
H 1.806 6.326 0.770 -0.0018 -0.0039 0.0001 0.16
H 0.968 5.317 3.524 -0.0091 0.0014 0.0135 0.47
H 2.585 5.333 2.791 0.0131 -0.0207 -0.0061 0.45
N 0.167 -2.534 -2.289 0.0023 0.0084 0.0505 -0.11
C -0.751 -2.600 -3.364 -0.0375 -0.0617 -0.0025 -0.50
C -2.116 -2.761 -3.137 -0.0063 -0.0139 0.0440 0.10
C -3.009 -2.749 -4.201 0.0223 -0.0050 0.0179 -0.86
C -2.559 -2.559 -5.499 -0.0026 -0.0005 0.0045 -0.54
C -1.200 -2.387 -5.724 0.0101 0.0101 0.0147 -0.69
C -0.301 -2.408 -4.668 0.0184 0.0211 -0.0279 -0.12
H 1.106 -2.783 -2.569 0.0054 0.0544 0.0167 0.23
H -0.095 -3.099 -1.494 -0.0434 -0.0447 -0.0388 0.07
H -2.486 -2.881 -2.125 0.0173 0.0059 -0.0265 0.52
H -4.066 -2.885 -4.008 0.0112 -0.0007 0.0005 0.44
H -3.256 -2.551 -6.326 0.0103 0.0048 0.0150 0.41
H -0.832 -2.240 -6.731 0.0003 -0.0088 0.0040 0.41
H 0.760 -2.278 -4.856 -0.0275 -0.0036 0.0055 0.45
N -2.679 -5.659 0.038 -0.0400 0.0059 0.0460 -0.29
C -3.463 -4.947 0.901 0.0524 -0.0182 0.0001 0.00
O -4.214 -5.464 1.698 0.0051 0.0016 -0.0210 -0.60
C -3.321 -3.453 0.836 -0.1382 0.0113 0.0046 0.75
C -4.400 -2.665 1.224 0.0369 -0.0351 0.0010 -0.40
C -4.269 -1.290 1.184 -0.0192 -0.0107 0.0214 -1.16
C -3.067 -0.749 0.755 0.1065 -0.0554 0.0177 -0.94
N -2.017 -1.492 0.387 -0.1517 -0.0193 0.2518 1.12
C -2.152 -2.821 0.454 0.0960 0.0978 0.0114 -1.58
H -2.835 -6.654 0.022 0.0012 -0.0045 -0.0025 0.25
H -2.345 -5.238 -0.812 -0.0008 0.0097 -0.0040 0.20
H -5.308 -3.149 1.563 0.0184 0.0146 -0.0136 0.50
H -5.075 -0.637 1.490 0.0111 -0.0225 -0.0039 0.53
H -2.936 0.327 0.721 0.0044 -0.0523 -0.0531 0.90
H -1.268 -3.411 0.235 -0.0037 0.0164 -0.0230 0.77
C 4.698 1.810 1.268 0.0148 0.0083 0.0332 -1.61
C 5.561 1.734 -0.003 -0.0156 0.0083 0.0140 2.89
C 6.945 2.345 0.282 -0.0075 -0.0136 -0.0061 -1.77
C 5.761 0.243 -0.298 0.0201 -0.0349 -0.0176 -2.05
Si 4.746 2.608 -1.495 -0.0052 0.0911 -0.0305 -1.39
Br 2.511 2.016 -1.433 0.0363 -0.0241 0.0933 -0.27
C 4.684 4.524 -1.350 -0.0522 -0.0085 -0.0208 2.83
C 6.029 5.132 -1.790 -0.0128 -0.0111 0.0002 -1.84
C 4.413 4.948 0.099 0.0076 0.0294 0.0185 -1.95
C 3.559 5.156 -2.189 0.0085 -0.0171 -0.0020 -1.79
C 5.320 1.970 -3.207 0.0088 -0.0440 0.0076 2.46
C 4.757 2.843 -4.338 -0.0063 0.0105 -0.0252 -2.11
C 4.846 0.534 -3.488 0.0088 0.0056 -0.0369 -1.77
C 6.858 2.002 -3.292 -0.0065 -0.0251 -0.0087 -1.74
H 5.245 1.337 2.091 -0.0080 0.0150 -0.0316 0.63
H 3.760 1.263 1.151 -0.0068 0.0094 -0.0126 -0.11
H 4.463 2.830 1.569 0.0012 -0.0457 0.0150 0.20
H 7.431 1.760 1.069 -0.0106 0.0138 -0.0166 0.52
H 6.889 3.374 0.635 -0.0127 0.0323 0.0081 0.36
H 7.600 2.322 -0.592 -0.0210 0.0085 0.0473 0.34
H 6.131 -0.250 0.606 0.0103 0.0050 -0.0006 0.72
H 6.487 0.069 -1.092 -0.0127 -0.0229 0.0325 0.37
H 4.821 -0.241 -0.564 -0.0294 -0.0381 -0.0118 -0.01
H 6.877 4.724 -1.236 -0.0330 0.0146 -0.0190 0.32
H 6.008 6.211 -1.608 0.0028 -0.0156 0.0016 0.54
H 6.217 4.989 -2.854 0.0026 0.0048 0.0250 0.34
H 5.222 4.680 0.777 0.0209 0.0006 0.0224 0.18
H 3.487 4.504 0.472 0.0015 0.0160 0.0076 -0.03
H 4.309 6.040 0.131 0.0098 -0.0463 0.0029 0.73
H 3.643 4.943 -3.251 -0.0081 -0.0052 -0.0262 0.32
H 3.608 6.244 -2.070 0.0082 -0.0200 0.0004 0.55
H 2.571 4.826 -1.857 0.0670 0.0191 -0.0014 0.19
H 3.666 2.901 -4.306 0.0316 -0.0014 -0.0049 0.29
H 5.037 2.398 -5.299 -0.0082 0.0150 0.0300 0.61
H 5.160 3.855 -4.323 -0.0220 0.0034 -0.0078 0.36
H 3.756 0.466 -3.502 0.0317 0.0051 -0.0068 0.16
H 5.223 -0.189 -2.770 -0.0076 -0.0197 -0.0037 0.34
H 5.209 0.236 -4.478 -0.0068 0.0166 0.0276 0.57
H 7.269 2.995 -3.106 -0.0043 -0.0180 -0.0046 0.32
H 7.165 1.705 -4.301 -0.0102 0.0097 0.0260 0.52
H 7.326 1.306 -2.594 -0.0143 0.0190 -0.0344 0.33
```
Forces are in eV/Å.

The HOMO energy comes out at -9.29 eV. Its net charge is +1. Its relative energy (zero: lowest compared OMol25 entry of this formula, charge and spin) is 23.33 kcal per mole. For the orbital gap, the calculation gives 7.3 eV. The multiplicity is 1.